The following is a quantum chemistry calculation of C4H7N3O in the gas phase at a distorted geometry, from OMol25.

CARTESIAN COORDINATES (ANGSTROEM)
C  1.79  -1.38  -0.76
N  0.58  -0.60  -0.88
C  0.15  0.03  0.15
C  -1.10  0.78  0.06
N  0.75  0.04  1.40
C  -2.25  0.43  -0.76
O  -1.20  1.85  0.87
N  -1.88  0.08  -1.90
H  -2.13  2.04  1.05
H  0.41  0.71  2.07
H  1.75  -0.07  1.42
H  -3.24  0.84  -0.48
H  1.75  -2.09  0.07
H  2.67  -0.73  -0.61
H  1.95  -1.92  -1.69

Values from the calculation:
Highest occupied orbital energy (alpha / beta): -0.3208 / -0.2774 Ha
Gap between HOMO and LUMO (alpha / beta): 8.4701 / 7.5697 eV
Energy above the lowest of the compared OMol25 structures with the same formula, charge and spin: 98.4 kcal per mole
Multiplicity: 1

---

The following is a quantum chemistry calculation of 7 unconnected molecules or ions with the total composition C28H70O14 at a distorted geometry, from OMol25.

CARTESIAN COORDINATES (ANGSTROEM)
C  -4.04  1.67  2.79
O  -2.98  2.14  2.05
C  -1.80  1.36  1.96
C  -0.43  2.25  1.82
O  0.20  2.78  3.10
C  1.23  3.79  2.98
H  -3.69  1.13  3.67
H  -4.76  1.18  2.14
H  -4.56  2.49  3.29
H  -1.92  0.62  1.16
H  -1.60  0.63  2.75
H  -0.55  3.14  1.20
H  0.19  1.68  1.12
H  2.11  3.55  3.59
H  0.85  4.68  3.49
H  1.60  3.91  1.97
C  11.61  11.36  9.03
O  10.29  11.18  9.09
C  9.74  10.33  10.13
C  8.28  10.13  9.87
O  8.06  8.71  9.38
C  8.36  8.62  8.00
H  12.16  10.53  8.59
H  11.98  11.64  10.01
H  11.85  12.22  8.41
H  9.78  10.82  11.11
H  10.20  9.42  10.50
H  7.75  10.95  9.39
H  7.78  10.05  10.83
H  7.53  8.96  7.37
H  8.47  7.61  7.60
H  9.27  9.15  7.73
C  7.46  0.75  3.75
O  7.86  1.92  2.96
C  8.69  1.54  1.80
C  7.97  1.44  0.38
O  7.01  0.44  0.50
C  6.36  0.14  -0.75
H  6.91  -0.03  3.23
H  6.65  1.01  4.44
H  8.29  0.29  4.28
H  9.12  0.56  2.02
H  9.43  2.34  1.84
H  8.62  1.06  -0.40
H  7.50  2.39  0.13
H  5.83  -0.80  -0.62
H  7.14  0.01  -1.50
H  5.67  0.93  -1.06
C  -12.43  -5.65  -4.64
O  -11.82  -6.18  -3.51
C  -10.93  -7.36  -3.63
C  -9.49  -6.93  -4.19
O  -8.72  -6.11  -3.37
C  -9.29  -4.79  -3.13
H  -12.25  -4.58  -4.74
H  -13.50  -5.80  -4.52
H  -12.19  -6.18  -5.56
H  -11.39  -8.15  -4.21
H  -10.80  -7.70  -2.60
H  -9.77  -6.32  -5.04
H  -8.87  -7.73  -4.59
H  -9.51  -4.28  -4.07
H  -8.52  -4.20  -2.64
H  -10.18  -4.82  -2.49
C  -4.98  4.06  -4.52
O  -5.92  3.20  -5.04
C  -7.32  3.35  -4.56
C  -8.25  2.45  -5.36
O  -9.26  1.99  -4.45
C  -10.32  2.98  -4.16
H  -5.21  5.08  -4.85
H  -3.98  3.82  -4.87
H  -4.91  4.04  -3.43
H  -7.74  4.33  -4.81
H  -7.36  3.10  -3.50
H  -7.66  1.58  -5.64
H  -8.54  2.86  -6.33
H  -9.98  4.02  -4.09
H  -11.03  2.73  -3.37
H  -10.91  3.09  -5.06
C  3.96  -9.22  2.89
O  3.26  -7.96  2.76
C  2.55  -7.70  3.92
C  1.88  -6.35  3.94
O  1.01  -6.10  2.87
C  -0.29  -6.73  2.85
H  4.22  -9.58  3.88
H  4.89  -9.25  2.33
H  3.32  -10.02  2.52
H  3.16  -7.94  4.79
H  1.74  -8.43  3.85
H  2.73  -5.70  3.72
H  1.38  -6.17  4.89
H  -0.21  -7.78  3.14
H  -0.77  -6.72  1.87
H  -0.95  -6.21  3.54
C  -0.10  -2.74  -5.46
O  0.87  -3.05  -6.42
C  1.26  -2.18  -7.39
C  1.58  -2.93  -8.69
O  0.79  -4.09  -8.87
C  -0.44  -3.79  -9.51
H  -1.07  -2.81  -5.95
H  -0.04  -1.73  -5.06
H  0.07  -3.48  -4.68
H  2.13  -1.60  -7.11
H  0.61  -1.32  -7.53
H  2.58  -3.36  -8.65
H  1.64  -2.32  -9.59
H  -0.40  -3.82  -10.60
H  -0.86  -2.83  -9.20
H  -0.92  -4.72  -9.22

Values from the calculation:
Highest occupied orbital energy: -0.3369 Ha
Gap between HOMO and LUMO: 9.8227 eV
SMILES: COCCOC.COCCOC.COCCOC.COCCOC.COCCOC.COCCOC.COCCOC
Energy above the lowest of the compared OMol25 structures with the same formula, charge and spin: 249.2 kcal per mole
Multiplicity: 1

---

The following is a quantum chemistry calculation of a molecular structure, C6H13N2SSn at a distorted geometry, from OMol25.

CARTESIAN COORDINATES (ANGSTROEM)
C  -0.17  0.70  -3.86
Sn  0.42  -0.71  -2.48
N  -1.02  -1.62  -0.30
H  1.44  -2.09  -2.81
H  -0.17  -1.84  0.23
H  -1.17  -1.10  -1.76
H  -0.75  0.08  -4.55
H  0.75  1.17  -4.26
H  -0.88  1.34  -3.31
H  -1.52  -0.79  -0.02
H  -1.57  -2.39  -0.64
S  1.42  1.16  -0.83
C  0.77  0.92  0.74
N  1.57  0.20  1.60
C  1.18  -0.14  2.88
C  -0.06  0.25  3.32
C  -0.94  0.93  2.45
C  -0.50  1.29  1.17
H  2.50  -0.02  1.25
H  1.98  -0.57  3.48
H  -0.32  0.02  4.36
H  -1.88  1.31  2.85
H  -1.08  1.92  0.49

Values from the calculation:
Net charge: +1
Highest occupied orbital energy: -0.3946 Ha
Gap between HOMO and LUMO: 6.1615 eV
Energy above the lowest of the compared OMol25 structures with the same formula, charge and spin: 27.8 kcal per mole
Multiplicity: 1